Formula: C59H44BiN8O3S2Si
Source: the Open Molecules 2025 dataset
Level of theory: ωB97M-V/def2-TZVPD

Atoms and positions in Å:
Bi1 0.064 0.144 -0.184
C1 0.153 4.645 1.044
C2 0.316 3.421 0.405
N1 -0.544 2.436 0.612
C3 -1.569 2.635 1.444
C4 -1.691 3.859 2.092
N2 -0.840 4.859 1.893
C5 -2.586 1.539 1.583
C6 -3.744 1.735 2.321
C7 -4.718 0.742 2.357
C8 -4.494 -0.391 1.588
C9 -3.310 -0.518 0.878
N3 -2.351 0.407 0.912
C10 -3.054 -1.714 0.036
C11 -3.439 -2.985 0.454
N4 -3.168 -4.069 -0.263
C12 -2.522 -3.870 -1.406
C13 -2.144 -2.600 -1.829
N5 -2.405 -1.519 -1.107
C14 -5.954 0.901 3.162
C15 -5.935 1.596 4.363
C16 -7.109 1.709 5.093
N6 -8.271 1.192 4.705
C17 -8.283 0.531 3.550
C18 -7.164 0.355 2.751
H1 0.850 5.452 0.865
H2 1.142 3.225 -0.265
H3 -2.485 4.045 2.799
H4 -3.918 2.669 2.829
H5 -5.230 -1.180 1.537
H6 -3.936 -3.135 1.406
H7 -2.293 -4.743 -2.005
H8 -1.611 -2.457 -2.760
H9 -5.022 2.021 4.758
H10 -7.111 2.240 6.037
H11 -9.237 0.123 3.241
H12 -7.262 -0.173 1.813
S1 3.950 -0.663 -4.557
C19 5.167 -1.050 -5.687
C20 5.624 -2.322 -5.530
C21 4.971 -2.998 -4.467
C22 4.033 -2.226 -3.841
C23 3.182 -2.590 -2.701
C24 2.300 -1.644 -2.148
N7 1.524 -1.881 -1.117
C25 1.536 -3.104 -0.550
C26 2.386 -4.115 -1.006
C27 2.398 -5.389 -0.334
C28 1.602 -5.615 0.729
C29 0.709 -4.594 1.215
C30 -0.130 -4.799 2.319
C31 -0.953 -3.786 2.756
C32 -0.907 -2.580 2.039
N8 -0.161 -2.366 0.981
C33 0.664 -3.352 0.575
C34 -1.852 -3.920 3.910
C35 -1.984 -4.978 4.761
C36 -2.969 -4.769 5.763
C37 -3.569 -3.554 5.652
S2 -2.943 -2.657 4.341
C38 3.214 -3.831 -2.102
H13 5.479 -0.317 -6.411
H14 6.393 -2.761 -6.144
H15 5.198 -4.014 -4.183
H16 2.238 -0.645 -2.569
H17 3.066 -6.159 -0.696
H18 1.617 -6.570 1.238
H19 -0.113 -5.759 2.818
H20 -1.517 -1.743 2.367
H21 -1.400 -5.883 4.684
H22 -3.216 -5.489 6.527
H23 -4.341 -3.135 6.275
H24 3.880 -4.604 -2.464
C39 0.229 3.689 -6.701
O1 1.571 3.679 -6.231
C40 1.811 3.147 -5.016
C41 3.183 3.186 -4.629
C42 3.535 2.656 -3.435
C43 2.586 2.070 -2.542
C44 3.047 1.456 -1.348
C45 4.527 1.348 -1.059
O2 2.296 0.953 -0.464
C46 1.196 2.067 -2.922
O3 0.271 1.596 -2.186
C47 0.854 2.609 -4.197
H25 0.259 4.149 -7.684
H26 -0.407 4.278 -6.038
H27 -0.162 2.673 -6.779
H28 3.902 3.641 -5.294
H29 4.575 2.691 -3.145
H30 5.091 1.006 -1.924
H31 4.667 0.650 -0.238
H32 4.929 2.319 -0.760
H33 -0.190 2.577 -4.465
C48 2.782 4.449 3.510
C49 1.581 4.011 4.044
C50 1.096 2.751 3.712
C51 1.796 1.912 2.842
C52 3.008 2.371 2.318
C53 3.499 3.624 2.651
Si1 1.058 0.260 2.381
C54 2.214 -1.164 2.750
C55 2.038 -1.992 3.860
C56 2.893 -3.061 4.095
C57 3.943 -3.318 3.225
C58 4.139 -2.501 2.119
C59 3.280 -1.438 1.887
H34 3.167 5.426 3.770
H35 1.023 4.644 4.721
H36 0.160 2.416 4.144
H37 3.574 1.744 1.644
H38 4.444 3.960 2.245
H39 -0.155 0.127 3.257
H40 1.222 -1.807 4.551
H41 2.741 -3.691 4.962
H42 4.612 -4.147 3.411
H43 4.960 -2.694 1.440
H44 3.432 -0.816 1.010

For the orbital gap, the calculation gives 6.541 eV. As for the spin multiplicity: 1. The value obtained for the largest force on an atom is 0.5 eV/A. The total charge is +1. The HOMO energy is -9.659 eV. As for the molar mass: 1214.3 g mol⁻¹.

These are the Mulliken partial charges, in e, on atoms 1 to 99: number 1, Bi, carries 2.2188; number 2, C, carries -0.6593; number 3, C, carries -0.1102; number 4, N, carries 0.2231; number 5, C, carries 0.1600; number 6, C, carries -0.1913; number 7, N, carries -0.5574; number 8, C, carries 0.0204; number 9, C, carries -1.2953; number 10, C, carries 0.9818; number 11, C, carries -0.6091; number 12, C, carries -0.6751; number 13, N, carries 0.2556; number 14, C, carries 0.5475; number 15, C, carries -0.0402; number 16, N, carries -0.6504; number 17, C, carries -0.5607; number 18, C, carries -0.3137; number 19, N, carries -0.4161; number 20, C, carries 0.4389; number 21, C, carries -0.6133; number 22, C, carries -0.4600; number 23, N, carries -0.5888; number 24, C, carries -0.4624; number 25, C, carries -0.4422; number 26, H, carries 0.4423; number 27, H, carries -0.0210; number 28, H, carries 0.4433; number 29, H, carries 0.6899; number 30, H, carries 0.6313; number 31, H, carries 0.4838; number 32, H, carries 0.4321; number 33, H, carries 0.4809; number 34, H, carries 0.4954; number 35, H, carries 0.3888; number 36, H, carries 0.3875; number 37, H, carries 0.4598; number 38, S, carries 0.2311; number 39, C, carries -0.5070; number 40, C, carries -0.6198; number 41, C, carries -0.6625; number 42, C, carries 0.5071; number 43, C, carries 0.6247; number 44, C, carries -0.5516; number 45, N, carries 0.7221; number 46, C, carries -1.0534; number 47, C, carries 0.8115; number 48, C, carries -1.1452; number 49, C, carries -1.1567; number 50, C, carries 0.4501; number 51, C, carries -1.0401; number 52, C, carries 0.0689; number 53, C, carries -1.4605; number 54, N, carries 2.4691; number 55, C, carries -0.1795; number 56, C, carries 0.6226; number 57, C, carries -0.6426; number 58, C, carries -0.7384; number 59, C, carries -0.4943; number 60, S, carries 0.0861; number 61, C, carries -0.9902; number 62, H, carries 0.4551; number 63, H, carries 0.4349; number 64, H, carries 0.4073; number 65, H, carries -0.1093; number 66, H, carries 0.5025; number 67, H, carries 0.5294; number 68, H, carries 0.4516; number 69, H, carries -0.1971; number 70, H, carries 0.4470; number 71, H, carries 0.4272; number 72, H, carries 0.4968; number 73, H, carries 0.4058; number 74, C, carries -0.8061; number 75, O, carries -0.4487; number 76, C, carries 0.9662; number 77, C, carries -1.1594; number 78, C, carries -1.4044; number 79, C, carries 0.3945; number 80, C, carries 0.6708; number 81, C, carries -2.2522; number 82, O, carries 0.3839; number 83, C, carries 0.7412; number 84, O, carries -0.4338; number 85, C, carries -0.7407; number 86, H, carries 0.2408; number 87, H, carries 0.3331; number 88, H, carries 0.3267; number 89, H, carries 0.4982; number 90, H, carries 0.4562; number 91, H, carries 0.5762; number 92, H, carries 0.2540; number 93, H, carries 0.4218; number 94, H, carries 0.4900; number 95, C, carries -0.6704; number 96, C, carries -0.5908; number 97, C, carries -0.1617; number 98, C, carries 0.0380; number 99, C, carries -0.0506